The following is a quantum chemistry calculation of a 9-piece molecular cluster, C6H33N2O8 overall in a non-equilibrium geometry, from the OMol25 dataset.

Last column: Löwdin charge in e.
Cartesian coordinates (Å):
H -0.844 -0.978 1.564  0.115
H 1.145 -2.237 -0.597  0.033
H 3.918 -0.540 -1.719  0.053
C -1.527 0.793 0.592  -0.241
H -0.884 -0.540 -0.932  0.099
H -0.899 4.128 -1.320  0.055
H -0.433 0.529 2.372  0.104
N -1.691 0.055 -0.752  0.223
H 0.172 0.774 -5.185  0.071
H -2.624 2.750 2.292  0.088
H 2.605 1.359 1.409  0.096
C -2.961 0.843 1.200  -0.354
H -1.718 0.757 -1.489  0.142
O 0.505 -2.433 0.102  -0.059
H 1.339 -0.698 1.053  0.081
H 3.460 -3.678 3.178  0.050
O 3.472 -2.442 -0.276  -0.040
H -0.246 -0.622 -3.374  0.016
H 1.291 1.613 2.368  0.088
H -4.507 -0.773 1.139  0.088
H -1.312 -1.761 -3.384  0.063
H 2.643 1.603 -2.417  0.042
C 1.516 1.366 1.312  -0.128
H 3.378 -2.496 0.680  0.024
O 0.161 0.896 -4.231  -0.041
H 0.768 -3.331 0.335  0.055
H -0.258 2.769 -1.819  0.007
H 3.793 -3.263 -0.653  0.064
H 2.762 -0.106 -0.735  0.006
H -2.142 1.264 3.134  0.072
O -1.050 3.198 -1.483  -0.041
H 1.850 1.854 -1.198  -0.004
O -0.869 -1.127 -2.813  -0.066
O 3.309 0.158 -1.475  -0.050
N 0.860 0.168 0.853  -0.107
H -3.584 -0.746 2.574  0.093
H -3.542 1.404 0.465  0.141
H 1.199 2.269 0.787  0.079
O 1.847 2.105 -2.128  -0.080
H 2.493 -4.739 2.911  0.051
H -2.525 -0.512 -0.647  0.138
C -0.495 0.036 1.407  -0.179
C -3.505 -0.550 1.503  -0.058
H 1.072 1.011 -3.935  0.036
H -2.882 -1.367 1.119  0.073
O 2.910 -3.998 2.452  -0.054
H -3.848 1.726 2.984  0.089
H -1.236 1.802 0.303  0.119
C -2.884 1.707 2.474  -0.054

Values from the calculation:
E (Eh): -959.6143
Charge: +1
Gap between HOMO and LUMO (Ha): 0.36854
Energy relative to the best compared isomer or geometry (same formula, charge and spin) (eV): 2.0458

---

The following is a quantum chemistry calculation of a 2-piece molecular cluster, C7H9ClN2OS overall in a non-equilibrium geometry, from the OMol25 dataset.

Last column: Löwdin charge in e.
Cartesian coordinates (Å):
H -1.709 3.196 -0.832  0.088
H -0.189 3.449 -1.717  0.089
H 1.460 1.479 -0.020  0.090
C -0.643 2.990 -0.839  -0.027
H 0.976 0.012 -0.893  0.068
H -0.189 3.399 0.063  0.088
N -0.441 1.539 -0.878  -0.197
H 0.116 -0.743 3.645  0.070
C 0.337 -1.200 2.700  -0.455
H 1.439 1.475 -1.787  0.093
H 2.069 -2.560 0.034  0.054
C 0.936 1.096 -0.894  -0.043
C -1.434 0.716 -0.943  -0.287
C -0.839 -2.550 -0.285  -0.501
C 1.400 -2.160 0.766  -0.400
S 1.994 -1.497 2.232  0.970
C 0.001 -2.115 0.725  -0.526
O -2.624 0.701 -0.982  0.074
Cl -0.205 -3.188 -1.740  0.644
H -1.907 -2.485 -0.213  0.070
N -0.549 -1.553 1.859  0.037

Values from the calculation:
E (Eh): -1315.1623
Charge: 0
Gap between HOMO and LUMO (alpha / beta) (Ha): 0.29227 / 0.24116
Energy relative to the best compared isomer or geometry (same formula, charge and spin) (eV): 0.3661

---

The following is a quantum chemistry calculation of a 5-piece molecular cluster, C24H60FNO7P overall, from the OMol25 dataset.

Last column: Löwdin charge in e.
Cartesian coordinates (Å):
H -3.066 -3.119 -2.056  0.107
H 2.414 -6.127 1.533  0.078
F -0.796 -0.888 -1.393  -0.020
H 4.152 5.886 -2.050  0.065
H 1.543 -0.680 1.265  0.067
H -1.095 4.347 -3.797  0.053
C -1.925 -0.352 -0.796  -0.162
H -0.413 -0.450 2.616  0.083
C 0.512 -0.448 3.194  -0.238
C 3.498 -4.698 5.100  -0.283
H -2.026 3.045 1.270  0.132
O 0.653 0.780 3.918  -0.184
C -4.006 1.596 -3.770  -0.260
C 4.357 -5.876 5.523  -0.076
H 5.626 6.222 -2.948  0.080
C -3.268 -4.012 -1.462  -0.275
H -4.830 -4.676 -2.776  0.082
H 0.800 6.033 -4.439  0.085
C 2.407 -5.547 2.456  -0.082
H 2.671 2.290 2.426  0.113
H -2.323 0.203 1.920  0.166
H 2.145 3.753 1.623  0.122
O 3.017 4.464 -4.200  -0.153
H -3.414 2.513 2.189  0.134
C 2.071 2.670 1.601  -0.213
C 1.725 -0.787 2.332  -0.035
H 4.077 -6.194 6.527  0.080
C -2.136 2.762 -2.809  -0.299
C 1.206 5.954 -3.429  -0.083
H -1.782 3.290 3.708  0.110
H -2.584 0.001 -1.587  0.102
H 2.834 2.929 -0.391  0.064
H -4.912 -5.411 -1.180  0.071
H -2.519 -6.391 -0.245  0.071
H 5.186 4.550 -2.573  0.080
N -2.409 0.961 1.241  0.072
H -4.227 2.380 -4.499  0.115
C -2.374 2.286 1.964  -0.133
H 2.438 -4.980 5.098  0.105
O -3.014 -3.624 -0.118  -0.195
C 1.978 4.653 -3.269  -0.296
H -2.021 1.589 3.990  0.109
H 5.411 -5.597 5.529  0.085
O 0.652 2.367 1.854  -0.235
H 1.688 -4.732 2.347  0.067
C -2.288 -5.846 0.670  -0.071
O 0.744 3.258 4.266  -0.220
C 2.486 2.119 0.245  -0.046
H 1.811 6.842 -3.253  0.071
H -5.409 -3.731 -1.395  0.082
C -1.598 2.303 3.281  -0.161
H 1.618 1.681 -0.246  0.068
C -3.193 0.486 -4.412  -0.064
C 4.792 5.527 -2.857  -0.078
H 2.024 -1.818 2.512  0.073
H -3.757 0.046 -5.233  0.086
H 2.054 -6.201 3.254  0.068
H -2.394 -1.154 -0.214  0.118
H -2.413 -6.535 1.505  0.082
O -3.402 2.162 -2.608  -0.184
H -3.344 0.859 0.839  0.183
P 0.233 2.221 3.382  0.455
C 4.052 5.437 -4.181  -0.270
H 0.376 5.963 -2.719  0.071
H -2.809 4.684 -3.550  0.093
H 3.250 1.351 0.318  0.080
H -1.241 -5.540 0.627  0.078
C -3.189 -4.640 0.862  -0.276
H 4.739 5.127 -4.967  0.121
H 2.555 -0.149 2.623  0.087
C -1.442 0.762 0.116  -0.095
H 3.610 -3.885 5.818  0.118
H 3.660 6.419 -4.468  0.110
H -1.317 1.715 -0.387  0.110
H -1.389 2.005 -3.087  0.114
H -2.293 3.588 -4.826  0.081
C -2.090 3.904 -3.802  -0.054
H 4.514 -5.820 2.840  0.110
C -4.687 -4.486 -1.713  -0.072
H -2.247 0.846 -4.818  0.077
H -2.546 -4.770 -1.782  0.113
H 2.354 4.571 -2.240  0.093
H 4.132 -4.397 1.889  0.117
C 3.797 -5.000 2.735  -0.283
H -0.474 0.490 0.512  0.101
H 4.236 -6.733 4.860  0.068
H -4.962 1.205 -3.424  0.120
O 3.865 -4.131 3.852  -0.171
H 1.301 3.809 -3.422  0.107
H -1.853 3.143 -1.824  0.102
H -2.959 -4.157 1.812  0.113
H -4.239 -4.948 0.907  0.110
H 0.383 -1.211 3.956  0.124
H -2.974 -0.302 -3.688  0.062

Values from the calculation:
E (Eh): -1972.8487
Charge: +1
Gap between HOMO and LUMO (Ha): 0.31346

---

Repeat the first record exactly.
The following is a quantum chemistry calculation of a 9-piece molecular cluster, C6H33N2O8 overall in a non-equilibrium geometry, from the OMol25 dataset.

Last column: Löwdin charge in e.
Cartesian coordinates (Å):
H -0.844 -0.978 1.564  0.115
H 1.145 -2.237 -0.597  0.033
H 3.918 -0.540 -1.719  0.053
C -1.527 0.793 0.592  -0.241
H -0.884 -0.540 -0.932  0.099
H -0.899 4.128 -1.320  0.055
H -0.433 0.529 2.372  0.104
N -1.691 0.055 -0.752  0.223
H 0.172 0.774 -5.185  0.071
H -2.624 2.750 2.292  0.088
H 2.605 1.359 1.409  0.096
C -2.961 0.843 1.200  -0.354
H -1.718 0.757 -1.489  0.142
O 0.505 -2.433 0.102  -0.059
H 1.339 -0.698 1.053  0.081
H 3.460 -3.678 3.178  0.050
O 3.472 -2.442 -0.276  -0.040
H -0.246 -0.622 -3.374  0.016
H 1.291 1.613 2.368  0.088
H -4.507 -0.773 1.139  0.088
H -1.312 -1.761 -3.384  0.063
H 2.643 1.603 -2.417  0.042
C 1.516 1.366 1.312  -0.128
H 3.378 -2.496 0.680  0.024
O 0.161 0.896 -4.231  -0.041
H 0.768 -3.331 0.335  0.055
H -0.258 2.769 -1.819  0.007
H 3.793 -3.263 -0.653  0.064
H 2.762 -0.106 -0.735  0.006
H -2.142 1.264 3.134  0.072
O -1.050 3.198 -1.483  -0.041
H 1.850 1.854 -1.198  -0.004
O -0.869 -1.127 -2.813  -0.066
O 3.309 0.158 -1.475  -0.050
N 0.860 0.168 0.853  -0.107
H -3.584 -0.746 2.574  0.093
H -3.542 1.404 0.465  0.141
H 1.199 2.269 0.787  0.079
O 1.847 2.105 -2.128  -0.080
H 2.493 -4.739 2.911  0.051
H -2.525 -0.512 -0.647  0.138
C -0.495 0.036 1.407  -0.179
C -3.505 -0.550 1.503  -0.058
H 1.072 1.011 -3.935  0.036
H -2.882 -1.367 1.119  0.073
O 2.910 -3.998 2.452  -0.054
H -3.848 1.726 2.984  0.089
H -1.236 1.802 0.303  0.119
C -2.884 1.707 2.474  -0.054

Values from the calculation:
E (Eh): -959.6143
Charge: +1
Gap between HOMO and LUMO (Ha): 0.36854
Energy relative to the best compared isomer or geometry (same formula, charge and spin) (eV): 2.0458

---

Copy entry 1 word for word.
The following is a quantum chemistry calculation of a 9-piece molecular cluster, C6H33N2O8 overall in a non-equilibrium geometry, from the OMol25 dataset.

Last column: Löwdin charge in e.
Cartesian coordinates (Å):
H -0.844 -0.978 1.564  0.115
H 1.145 -2.237 -0.597  0.033
H 3.918 -0.540 -1.719  0.053
C -1.527 0.793 0.592  -0.241
H -0.884 -0.540 -0.932  0.099
H -0.899 4.128 -1.320  0.055
H -0.433 0.529 2.372  0.104
N -1.691 0.055 -0.752  0.223
H 0.172 0.774 -5.185  0.071
H -2.624 2.750 2.292  0.088
H 2.605 1.359 1.409  0.096
C -2.961 0.843 1.200  -0.354
H -1.718 0.757 -1.489  0.142
O 0.505 -2.433 0.102  -0.059
H 1.339 -0.698 1.053  0.081
H 3.460 -3.678 3.178  0.050
O 3.472 -2.442 -0.276  -0.040
H -0.246 -0.622 -3.374  0.016
H 1.291 1.613 2.368  0.088
H -4.507 -0.773 1.139  0.088
H -1.312 -1.761 -3.384  0.063
H 2.643 1.603 -2.417  0.042
C 1.516 1.366 1.312  -0.128
H 3.378 -2.496 0.680  0.024
O 0.161 0.896 -4.231  -0.041
H 0.768 -3.331 0.335  0.055
H -0.258 2.769 -1.819  0.007
H 3.793 -3.263 -0.653  0.064
H 2.762 -0.106 -0.735  0.006
H -2.142 1.264 3.134  0.072
O -1.050 3.198 -1.483  -0.041
H 1.850 1.854 -1.198  -0.004
O -0.869 -1.127 -2.813  -0.066
O 3.309 0.158 -1.475  -0.050
N 0.860 0.168 0.853  -0.107
H -3.584 -0.746 2.574  0.093
H -3.542 1.404 0.465  0.141
H 1.199 2.269 0.787  0.079
O 1.847 2.105 -2.128  -0.080
H 2.493 -4.739 2.911  0.051
H -2.525 -0.512 -0.647  0.138
C -0.495 0.036 1.407  -0.179
C -3.505 -0.550 1.503  -0.058
H 1.072 1.011 -3.935  0.036
H -2.882 -1.367 1.119  0.073
O 2.910 -3.998 2.452  -0.054
H -3.848 1.726 2.984  0.089
H -1.236 1.802 0.303  0.119
C -2.884 1.707 2.474  -0.054

Values from the calculation:
E (Eh): -959.6143
Charge: +1
Gap between HOMO and LUMO (Ha): 0.36854
Energy relative to the best compared isomer or geometry (same formula, charge and spin) (eV): 2.0458

---

Copy entry 2 word for word.
The following is a quantum chemistry calculation of a 2-piece molecular cluster, C7H9ClN2OS overall in a non-equilibrium geometry, from the OMol25 dataset.

Last column: Löwdin charge in e.
Cartesian coordinates (Å):
H -1.709 3.196 -0.832  0.088
H -0.189 3.449 -1.717  0.089
H 1.460 1.479 -0.020  0.090
C -0.643 2.990 -0.839  -0.027
H 0.976 0.012 -0.893  0.068
H -0.189 3.399 0.063  0.088
N -0.441 1.539 -0.878  -0.197
H 0.116 -0.743 3.645  0.070
C 0.337 -1.200 2.700  -0.455
H 1.439 1.475 -1.787  0.093
H 2.069 -2.560 0.034  0.054
C 0.936 1.096 -0.894  -0.043
C -1.434 0.716 -0.943  -0.287
C -0.839 -2.550 -0.285  -0.501
C 1.400 -2.160 0.766  -0.400
S 1.994 -1.497 2.232  0.970
C 0.001 -2.115 0.725  -0.526
O -2.624 0.701 -0.982  0.074
Cl -0.205 -3.188 -1.740  0.644
H -1.907 -2.485 -0.213  0.070
N -0.549 -1.553 1.859  0.037

Values from the calculation:
E (Eh): -1315.1623
Charge: 0
Gap between HOMO and LUMO (alpha / beta) (Ha): 0.29227 / 0.24116
Energy relative to the best compared isomer or geometry (same formula, charge and spin) (eV): 0.3661

---

What is the charge in the third record? +1